Below is a molecular structure, C5H8N2O, with properties calculated with ωB97M-V/def2-TZVPD.

Each line ends with the natural charge from an NBO analysis.
Cartesian coordinates (Å):
C (-1.82554, -0.48486, -0.71203)  -0.2450
C (-0.24800, -0.34130, -0.26880)  0.2285
C (1.77722, -1.10012, 0.30762)  0.1017
C (1.94367, 0.19886, 0.08196)  -0.3310
C (0.63134, 0.71202, -0.10240)  0.0206
H (-2.12721, -0.31639, 1.59612)  0.3596
H (-3.48647, 0.19647, 0.79260)  0.3524
H (-2.09224, -1.52405, -0.84824)  0.2187
H (-1.86419, 0.46856, -1.67268)  0.2372
H (2.33983, -2.08733, 0.67852)  0.2239
H (2.75037, 0.73236, 0.34005)  0.2176
H (-0.31845, 2.28037, 0.38373)  0.3793
H (1.42839, 2.29743, 0.51543)  0.3438
N (-2.47914, 0.22205, 0.72517)  -0.8875
N (0.53288, 2.09609, -0.25824)  -0.7624
O (0.41521, -1.52276, -0.11152)  -0.4573

Atoms 1-2, force components in eV/Å:
C 2.85 5.90 2.48
C -1.71 0.03 -1.38

Calculated values
Molar mass in g mol⁻¹: 112.1
Frontier orbital gap in eV: 8.7
Strongest force on any atom in Eh/bohr: 0.136
E in a.u.: -379.8957
E_HOMO in eV: -7.78